Formula: C25H33N7O2
Source: OMol25
Level of theory: wB97M-V/def2-TZVPD

Its multiplicity is 1. The value obtained for the gap between HOMO and LUMO is 8.2 eV. The HOMO energy is -8.037 eV. The energy is -1505.3833 a.u.

```
67
C25H33N7O2 (wB97M-V/def2-TZVPD)
C 6.658 0.811 2.161
H 6.085 0.114 2.577
H 7.518 1.236 2.760
H 7.160 0.241 1.245
C 5.855 1.828 1.367
C 4.737 1.455 0.590
C 3.419 1.121 1.115
C 2.530 0.788 -0.075
C 2.862 0.604 -1.395
C 4.252 0.832 -1.724
C 5.072 1.549 -0.787
H 6.030 1.675 -1.235
H 4.510 0.554 -2.863
N 1.998 0.188 -2.138
C 0.672 -0.249 -1.988
O -0.138 -0.707 -2.595
C 0.356 -0.186 -0.413
C 1.177 0.398 0.512
H 1.014 0.688 1.394
C -1.126 -0.317 0.053
C -1.084 -1.460 0.855
N -0.537 -1.302 2.259
N -0.626 -2.450 2.755
N -1.387 -3.281 2.155
N -1.617 -2.513 0.607
C -2.308 -3.278 -0.194
H -2.786 -2.714 -0.844
H -3.171 -3.674 0.276
C -1.680 -4.369 -0.917
C -0.342 -3.802 -1.678
H -0.179 -4.242 -2.697
C 0.716 -4.018 -0.864
H 0.889 -3.100 -0.046
C 0.245 -5.363 0.004
H 0.736 -6.209 -0.324
O -1.082 -5.188 -0.193
H 0.450 -5.140 0.934
H 1.706 -4.143 -0.953
H -0.513 -2.679 -2.026
H -2.443 -4.628 -1.638
N -1.674 0.733 0.668
C -1.995 1.955 -0.228
C -2.500 3.107 0.238
N -3.710 2.782 0.920
C -4.842 3.062 -0.158
H -4.904 1.948 -0.455
H -5.516 3.369 0.433
C -4.052 3.695 -1.210
H -4.770 4.813 -1.541
H -4.282 3.320 -2.116
C -2.740 4.279 -0.854
H -2.756 5.242 -0.360
H -1.878 4.333 -1.737
C -3.559 1.670 1.834
C -2.956 0.439 1.149
H -3.720 0.278 0.439
H -3.019 -0.360 1.696
H -3.051 1.989 2.636
H -4.602 1.653 2.135
H -1.518 3.477 1.235
H -2.445 1.519 -1.396
H -0.812 2.083 -0.775
H -1.581 -0.716 -1.031
H 2.094 -0.068 -3.037
H 3.243 1.274 2.017
H 6.564 2.616 1.064
H 5.356 2.436 2.398
```